No. 1
DFT (ωB97M-V/def2-TZVPD) results for a cluster of 2 separate species, C18H23FN3 in total.

The calculated total energy is -26218.55635 eV. As for the multiplicity: 1. As for the orbital gap: 0.1999 Eh. The energy above the lowest of the compared OMol25 structures with the same formula, charge and spin comes out at 187.5 kJ/mol. As for the HOMO energy: -10.95 eV. The largest force on an atom comes out at 1.95 eV/A. Its net charge is +1.

```
45
C18H23FN3, DFT ωB97M-V/def2-TZVPD
F 3.9247 3.7918 0.2123
C 2.6954 3.1903 0.1080
C 2.6193 1.9510 -0.5326
C 1.3830 1.3364 -0.6718
C 0.1939 1.9699 -0.2003
C -1.0853 1.3544 -0.3315
C -2.3206 2.0614 -0.3150
C -3.5488 1.4445 0.0784
C -4.6657 2.2292 0.3431
C -4.6622 3.6121 0.0924
C -3.5204 4.2113 -0.4637
C -2.3812 3.4463 -0.6728
C 0.3436 3.2390 0.4438
C 1.5775 3.8535 0.5975
H 3.5226 1.4793 -0.9057
H 1.2855 0.3625 -1.1580
H -1.1254 0.2790 -0.4012
H -3.5517 0.3661 0.2547
H -5.5659 1.7689 0.7577
H -5.5528 4.2037 0.3040
H -3.5066 5.2747 -0.7080
H -1.4815 3.9213 -1.0759
H -0.5495 3.7369 0.8187
H 1.6588 4.8234 1.0839
C 2.5458 -3.5415 1.6518
N 1.7238 -2.4929 1.0892
C 1.9293 -1.1927 1.7006
C 0.7628 -2.5279 0.1122
N -0.0358 -1.4795 0.0390
N 0.6944 -3.5048 -0.8663
C 1.0524 -4.8990 -0.7172
C -0.1300 -3.2345 -2.0348
H 2.1931 -4.5252 1.3634
H 3.6061 -3.4354 1.3846
H 2.5227 -3.4889 2.7504
H 1.1839 -0.5128 1.2910
H 1.8056 -1.2438 2.7894
H 2.9245 -0.8035 1.4544
H -0.8714 -1.7238 -0.5069
H 2.0233 -5.0020 -0.2340
H 0.2740 -5.4737 -0.1804
H 1.1371 -5.3421 -1.7156
H -0.0980 -2.1641 -2.2715
H 0.2550 -3.8066 -2.8844
H -1.1854 -3.5122 -1.8726
```

=====

No. 2
DFT (ωB97M-V/def2-TZVPD) results for a structure of composition C18H23GaIN8S2.

The calculated total energy is -113103.66886 eV. As for the multiplicity: 1. As for the orbital gap: 0.2736 Eh. The energy above the lowest of the compared OMol25 structures with the same formula, charge and spin comes out at 91.3 kJ/mol. As for the HOMO energy: -10.84 eV. The largest force on an atom comes out at 1.53 eV/A. Its net charge is +1.

```
53
C18H23GaIN8S2, DFT ωB97M-V/def2-TZVPD
Ga -0.0176 0.0813 0.4374
N 2.5280 -2.4076 2.8520
C 1.5183 -1.8367 2.2027
S 1.3835 -0.1135 2.3398
N 0.6779 -2.6076 1.5448
N -0.1984 -1.9766 0.7958
C -1.0899 -2.5926 0.0962
C -1.8947 -1.7841 -0.7828
C -2.7365 -2.3427 -1.7487
C -3.4304 -1.5039 -2.5959
C -3.2686 -0.1261 -2.4665
C -2.4163 0.3512 -1.4913
N -1.7570 -0.4505 -0.6646
H 3.1854 -1.8326 3.3494
H 2.6805 -3.3989 2.7605
H -1.1867 -3.6711 0.1266
H -2.8157 -3.4159 -1.8299
H -4.0792 -1.9087 -3.3566
H -3.7875 0.5651 -3.1097
H -2.2435 1.4105 -1.3472
C 3.4667 3.2662 2.3812
C 2.9624 3.5509 0.9614
C 1.4992 3.3366 0.8831
N 0.9534 2.2266 0.5659
N -0.3927 2.1967 0.6359
C -0.9114 3.3440 0.9982
N -2.2154 3.6302 1.0358
S 0.3087 4.5501 1.3200
H 4.5473 3.3718 2.4158
H 3.2023 2.2516 2.6734
H 3.0360 3.9678 3.0906
H 3.4495 2.8644 0.2667
H 3.2020 4.5751 0.6755
H -2.8825 2.8715 1.0103
H -2.5102 4.4830 1.4794
I 1.1241 -1.5971 -2.5125
C 1.1265 0.1975 -1.2961
H 2.1767 0.4236 -1.1026
H 0.7350 0.9853 -1.9465
N -1.9366 -0.0872 2.2043
C -2.9873 0.8380 2.4096
C -4.0093 0.9425 1.4663
C -5.0117 1.8868 1.6186
C -5.0165 2.7198 2.7263
C -4.0287 2.5877 3.6886
C -3.0161 1.6569 3.5342
H -2.3125 -0.9773 1.8872
H -1.4259 -0.2350 3.0737
H -4.0240 0.2652 0.6251
H -5.8041 1.9616 0.8883
H -5.8071 3.4434 2.8504
H -4.0697 3.2004 4.5757
H -2.2568 1.5551 4.2946
```

=====

No. 3
DFT (ωB97M-V/def2-TZVPD) results for a structure of composition C18H23GeN8V.

The expectation value of S² is 0.802. The calculated total energy is -113157.62884 eV. As for the multiplicity: 2. As for the orbital gap (alpha / beta): 0.1862 / 0.1750 Eh. As for the HOMO energy (alpha / beta): -9.38 / -9.03 eV. The largest force on an atom comes out at 3.53 eV/A. Its net charge is +1.

```
51
C18H23GeN8V, DFT ωB97M-V/def2-TZVPD
V -0.0251 -0.0095 0.0134
N 1.1923 1.3060 2.7172
C 0.3749 2.1363 2.0308
N 0.1881 3.3596 2.4771
C -0.6024 4.1612 1.7335
N -0.8126 5.4096 2.1420
N -1.1598 3.7811 0.5819
C -0.9682 2.5275 0.2114
N -0.2151 1.6313 0.9191
C -1.5245 2.0203 -1.0063
C -2.2543 2.7952 -1.9171
C -2.7251 2.2123 -3.0714
C -2.4600 0.8519 -3.2976
C -1.7441 0.1521 -2.3529
N -1.2772 0.6991 -1.2269
H 1.7083 1.7134 3.4821
H 1.6280 0.5450 2.2036
H -0.3832 5.7492 2.9844
H -1.3961 6.0101 1.5859
H -2.4083 3.8377 -1.6867
H -3.2761 2.7895 -3.7969
H -2.8048 0.3570 -4.1927
H -1.5193 -0.9003 -2.5022
N -2.9199 -5.6259 3.4803
C -2.4336 -4.7489 2.9252
C -1.8566 -3.6498 2.2518
C -1.7745 -3.6121 0.8509
C -1.2611 -2.4930 0.2409
N -0.8248 -1.4146 0.9209
C -0.8850 -1.4588 2.2657
C -1.3716 -2.5393 2.9600
H -2.1252 -4.4478 0.2681
H -1.1939 -2.4343 -0.8435
H -0.5404 -0.5731 2.7936
H -1.3989 -2.5305 4.0373
C 2.7600 2.6125 -0.6535
Ge 2.6546 0.9178 -1.6944
C 1.5297 1.2054 -3.3125
C 4.4847 0.4259 -2.3062
C 1.8565 -0.4845 -0.5518
H 3.2377 3.3732 -1.2642
H 3.3557 2.4912 0.2488
H 1.7742 2.9800 -0.3739
H 2.0258 1.9260 -3.9584
H 0.5449 1.5983 -3.0667
H 1.4065 0.2841 -3.8788
H 4.8743 1.2329 -2.9195
H 4.4721 -0.4798 -2.9066
H 5.1664 0.2710 -1.4746
H 2.5071 -0.6962 0.3075
H 1.7439 -1.4109 -1.1348
```

=====

No. 4
DFT (ωB97M-V/def2-TZVPD) results for a structure of composition C18H23HgN5O3S2.

The expectation value of S² is 0.753. The calculated total energy is -58468.08292 eV. As for the multiplicity: 2. As for the orbital gap (alpha / beta): 0.2352 / 0.2461 Eh. As for the HOMO energy (alpha / beta): -9.55 / -10.05 eV. The largest force on an atom comes out at 2.83 eV/A. Its net charge is +1.

```
52
C18H23HgN5O3S2, DFT ωB97M-V/def2-TZVPD
C -1.0358 -1.8505 -3.8840
C -1.1600 -1.0486 -5.0415
H -0.5703 -2.8345 -4.0687
H -1.7856 -1.7798 -3.0296
C -1.1232 0.3858 -4.9118
C -0.6620 0.8898 -3.7482
H -0.4616 0.1721 -2.9753
H -0.5550 1.9485 -3.5834
C -1.3860 -1.6218 -6.4182
H -1.1779 -2.6934 -6.4396
H -0.7880 -1.1647 -7.2180
H -2.4293 -1.4992 -6.7438
C -1.6015 1.3452 -5.9734
H -2.6377 1.1715 -6.2824
H -0.9865 1.3441 -6.8758
H -1.5748 2.3550 -5.5572
Hg -0.3349 0.5511 2.8633
O 0.1803 -0.2511 0.3662
C 1.0199 0.1158 -0.4537
O 2.1054 0.5364 2.1779
C 2.5365 1.1188 1.1594
O 3.5271 1.9823 1.2425
N 2.0496 1.0176 -0.1107
C 3.8220 2.4843 -0.1127
C 2.8842 1.7683 -1.0447
H 4.8758 2.2729 -0.3328
H 3.6436 3.5664 -0.1305
H 3.4100 1.1027 -1.7297
H 2.2955 2.4693 -1.6373
C 1.0833 -0.3472 -1.8251
C 0.5751 -1.5573 -2.3330
H 1.5306 0.4363 -2.4776
H 0.0147 -2.2115 -1.6375
H 0.9809 -2.0050 -3.2518
N -3.5780 1.7337 3.5406
C -3.1904 0.8222 4.4510
N -2.0168 0.2116 4.4410
C -1.8048 -0.6177 5.5315
C -2.8866 -0.6302 6.3888
S -4.1859 0.3625 5.8031
C -0.5050 -1.2117 5.6314
C 0.0149 -1.9990 6.6499
S 1.6447 -2.4104 6.3248
C 1.6107 -1.3670 4.9106
N 0.4100 -0.8807 4.6519
N 2.7398 -1.0665 4.2669
H -4.4874 2.1676 3.6527
H -2.9108 2.0900 2.8608
H -2.9092 -1.1797 7.3201
H -0.5346 -2.2966 7.5355
H 3.5886 -1.5225 4.5526
H 2.7366 -0.3751 3.5057
```

=====

No. 5
DFT (ωB97M-V/def2-TZVPD) results for a structure of composition C18H23IN2Pt.

The expectation value of S² is 2.014. The calculated total energy is -33360.97122 eV. As for the multiplicity: 3. As for the orbital gap (alpha / beta): 0.1824 / 0.2324 Eh. The energy above the lowest of the compared OMol25 structures with the same formula, charge and spin comes out at 301.8 kJ/mol. As for the HOMO energy (alpha / beta): -5.73 / -7.42 eV. The largest force on an atom comes out at 2.78 eV/A.

```
45
C18H23IN2Pt, DFT ωB97M-V/def2-TZVPD
C 1.2937 2.7471 0.6272
C 1.7162 0.9015 -3.0026
H 1.8401 3.5249 0.0762
H 1.9814 2.4733 1.4542
H 0.3634 3.1600 1.0113
H 0.8933 0.5217 -3.6283
H 2.1890 1.7430 -3.5398
H 2.4756 0.1179 -2.8653
C -2.1400 1.6920 -1.3875
C -3.3327 1.4620 -2.0738
C -3.4644 0.3201 -2.8697
C -2.4164 -0.5927 -2.8943
H -1.9734 2.5914 -0.7897
H -4.1238 2.1996 -2.0079
H -4.3558 0.1410 -3.4653
H -2.4281 -1.4853 -3.5129
N -1.1040 0.8466 -1.4952
C -1.2745 -0.3469 -2.1138
C -0.1743 -1.3026 -1.9618
N 0.9095 -0.8641 -1.2754
C 1.9032 -1.7112 -0.9610
C 0.8945 -3.4334 -2.3221
C 1.9325 -2.9943 -1.4984
H 2.6924 -1.3264 -0.3103
H 2.7780 -3.6286 -1.2692
C -0.1838 -2.5779 -2.5417
H -1.0182 -2.8321 -3.1901
H 0.9225 -4.4089 -2.8009
Pt 1.0569 1.3856 -1.0247
I 0.6887 3.5985 -2.5320
C 0.4519 1.0664 4.3740
C 0.1267 -0.0649 3.3847
C 1.0010 -1.2831 3.7068
C -1.3314 -0.4566 3.6014
C 0.3537 0.3227 1.9618
C 0.7133 0.8731 0.9118
H 0.3707 0.7021 5.4084
H -0.2477 1.9027 4.2575
H 1.4669 1.4481 4.2315
H 0.9086 -1.5700 4.7652
H 0.6871 -2.1311 3.0841
H 2.0544 -1.0661 3.4967
H -1.9924 0.3915 3.4056
H -1.6116 -1.2752 2.9374
H -1.4927 -0.7813 4.6384
```